DFT (ωB97M-V with the def2-TZVPD basis set) results for a molecular structure, C35H39As2BrInN5O14.

XYZ file:
```
97
C35H39As2BrInN5O14, DFT ωB97M-V with the def2-TZVPD basis set
In -2.684 0.717 -1.695
C -4.425 3.765 -1.645
O -3.123 3.245 -1.343
C -2.281 4.043 -0.606
C -2.551 5.346 -0.240
C -1.600 6.048 0.494
Br -1.962 7.833 0.972
C -0.421 5.458 0.890
C -0.173 4.127 0.550
C -1.091 3.445 -0.220
O -0.878 2.145 -0.662
C 1.048 3.468 1.047
N 2.209 4.031 1.154
C 3.032 3.062 1.728
C 4.381 3.135 2.073
C 4.957 2.025 2.657
C 4.215 0.858 2.905
C 2.880 0.766 2.563
C 2.314 1.888 1.962
N 1.040 2.151 1.479
H -4.349 4.649 -2.275
H -4.960 3.999 -0.725
H -4.952 2.984 -2.186
H -3.481 5.826 -0.507
H 0.316 5.997 1.469
H 0.039 1.888 -0.483
H 4.944 4.043 1.894
H 6.001 2.052 2.943
H 4.702 0.015 3.381
H 2.300 -0.129 2.771
H 0.217 1.606 1.685
C -3.576 -5.108 -1.868
O -2.950 -3.907 -1.332
C -2.391 -4.034 -0.137
O -2.324 -5.030 0.523
C -1.843 -2.715 0.351
C -0.599 -2.543 0.844
As 0.873 -3.885 1.032
C 0.585 -5.169 -0.415
C 2.138 -2.811 -0.054
C 1.893 -2.235 -1.240
As 0.179 -1.990 -2.099
C 0.459 -3.282 -3.508
C 3.054 -1.924 -2.218
O 3.428 -2.819 -2.919
O 3.471 -0.680 -2.346
C 3.134 0.314 -1.357
C 3.580 -2.914 0.389
O 4.442 -2.160 0.029
O 3.753 -3.939 1.215
C 5.123 -4.172 1.646
C -0.184 -1.154 1.293
O -0.204 -0.217 0.529
O 0.246 -0.960 2.530
C 0.178 -1.971 3.566
H -3.700 -4.925 -2.928
H -4.542 -5.249 -1.390
H -2.946 -5.974 -1.686
H -0.033 -5.990 -0.074
H 1.579 -5.536 -0.674
H 0.141 -4.714 -1.302
H 1.191 -4.044 -3.259
H 0.829 -2.713 -4.370
H -0.514 -3.697 -3.781
H 3.695 1.199 -1.632
H 3.431 -0.019 -0.368
H 2.067 0.539 -1.387
H 5.082 -5.052 2.277
H 5.483 -3.310 2.200
H 5.756 -4.341 0.779
H -0.065 -1.442 4.481
H 1.147 -2.448 3.664
H -0.584 -2.715 3.351
C -3.966 1.965 4.170
N -3.598 0.933 3.185
C -3.467 -0.354 3.520
C -3.156 -1.311 2.598
C -3.032 -0.845 1.283
O -2.803 -1.739 0.258
N -3.162 0.389 0.906
C -3.445 1.368 1.849
O -3.566 2.539 1.583
H -3.956 1.523 5.162
H -4.955 2.353 3.940
H -3.256 2.784 4.113
H -3.628 -0.598 4.562
H -3.092 -2.356 2.863
N 0.597 2.581 -5.974
C -0.356 1.980 -5.049
C 0.362 1.028 -4.093
O 1.661 1.061 -4.160
O -0.243 0.308 -3.304
H 0.489 3.581 -6.062
H 0.552 2.177 -6.899
H 1.849 1.710 -4.888
H -1.167 1.433 -5.528
H -0.815 2.746 -4.421
```

Its electronic energy is -9919.4467 Eh. The orbital gap is 4.65 eV. Its lowest unoccupied orbital energy is -7.725 eV. The value obtained for the largest force on an atom is 0.77 eV/Å. As for the net charge: +2.



DFT (ωB97M-V with the def2-TZVPD basis set) results for a molecular structure, C35H39BCoF2N7O2P3Se2.

XYZ file:
```
92
C35H39BCoF2N7O2P3Se2, DFT ωB97M-V with the def2-TZVPD basis set
Co -1.727 1.106 -1.784
N -3.022 1.974 -0.487
C -3.556 3.291 -0.912
C -2.478 4.362 -1.000
C -1.513 4.230 -2.184
O -1.170 5.243 -2.789
O -1.117 3.045 -2.448
H -3.792 1.337 -0.308
H -2.537 2.096 0.399
H -4.321 3.615 -0.198
H -4.043 3.158 -1.876
H -1.876 4.357 -0.083
H -2.948 5.343 -1.062
Se 4.623 0.840 2.051
P 2.796 -0.186 2.060
C 3.028 -1.913 1.557
C 3.884 -2.727 2.302
C 4.202 -3.999 1.854
C 3.705 -4.454 0.638
C 2.889 -3.635 -0.124
C 2.546 -2.371 0.337
C 2.005 -0.107 3.698
C 1.577 1.163 4.093
C 1.017 1.354 5.344
C 0.893 0.282 6.221
C 1.330 -0.975 5.839
C 1.880 -1.174 4.578
C 1.546 0.497 0.950
C 0.242 0.180 0.549
N -0.106 1.126 -0.361
N 0.891 1.985 -0.471
N 1.894 1.623 0.293
P -1.086 -0.974 0.901
Se -1.987 -1.645 -0.906
C -0.599 -2.364 1.957
C -0.227 -3.570 1.368
C 0.077 -4.666 2.156
C -0.024 -4.575 3.538
C -0.424 -3.387 4.128
C -0.706 -2.279 3.342
C -2.230 -0.016 1.932
C -1.773 1.082 2.657
C -2.656 1.803 3.450
C -3.991 1.432 3.515
C -4.447 0.335 2.793
C -3.569 -0.391 2.003
H 4.337 -2.345 3.207
H 4.861 -4.626 2.441
H 3.970 -5.441 0.281
H 2.507 -3.981 -1.077
H 1.899 -1.739 -0.260
H 1.705 2.001 3.417
H 0.689 2.342 5.641
H 0.463 0.432 7.203
H 1.240 -1.811 6.522
H 2.186 -2.165 4.282
H -0.195 -3.646 0.288
H 0.378 -5.596 1.692
H 0.197 -5.438 4.154
H -0.513 -3.314 5.204
H -1.013 -1.356 3.814
H -0.733 1.378 2.595
H -2.298 2.657 4.010
H -4.681 2.000 4.125
H -5.489 0.049 2.841
H -3.918 -1.234 1.419
F -3.087 -0.252 -4.073
B -3.180 0.585 -2.994
F -4.479 0.896 -2.782
C 2.397 0.056 -4.855
N 2.114 1.502 -4.461
C 1.426 2.203 -5.637
N 0.265 1.492 -6.036
C 0.592 0.112 -6.373
N 1.209 -0.611 -5.259
C 0.265 -0.835 -4.145
P -0.368 0.750 -3.431
C 1.283 1.563 -3.210
C -0.808 1.573 -5.031
H 2.848 -0.425 -3.988
H 3.111 0.095 -5.679
H 3.000 1.974 -4.276
H 2.164 2.234 -6.440
H 1.176 3.209 -5.302
H 1.291 0.108 -7.213
H -0.319 -0.405 -6.668
H 0.755 -1.426 -3.368
H -0.583 -1.417 -4.507
H 1.861 1.088 -2.417
H 1.105 2.602 -2.934
H -1.031 2.613 -4.797
H -1.701 1.098 -5.435
```

Its electronic energy is -9325.3413 Eh. As for the spin multiplicity: 2. The orbital gap (alpha / beta) is 6.87 / 7.44 eV. Its lowest unoccupied orbital energy (alpha / beta) is -0.179 / -0.177 eV. The value obtained for the largest force on an atom is 0.60 eV/Å. As for the net charge: 0.



DFT (ωB97M-V with the def2-TZVPD basis set) results for a molecular structure, C35H39HgN10O4.

XYZ file:
```
89
C35H39HgN10O4, DFT ωB97M-V with the def2-TZVPD basis set
Hg -0.964 -0.366 0.124
C -1.614 -5.981 2.451
C -1.811 -4.642 2.996
C -0.857 -3.559 2.707
C 0.381 -3.895 1.891
C 0.528 -5.236 1.501
C -0.481 -6.211 1.747
N 1.162 -2.852 1.683
C 2.435 -2.807 1.177
C 3.338 -3.889 1.099
C 4.681 -3.731 0.754
C 5.165 -2.470 0.450
C 4.313 -1.375 0.509
C 2.962 -1.492 0.876
N 2.108 -0.409 0.926
N 2.748 0.744 0.820
C 1.974 1.827 0.552
C 2.637 3.085 0.526
C 1.942 4.220 0.208
C 0.575 4.127 -0.092
C -0.005 2.873 -0.035
N 0.649 1.754 0.283
H -2.378 -6.736 2.579
H -2.823 -4.326 3.230
H -2.312 -2.157 3.345
H 1.319 -5.507 0.821
H -0.322 -7.201 1.325
H 2.982 -4.879 1.338
H 5.331 -4.599 0.715
H 6.199 -2.332 0.151
H 4.670 -0.387 0.258
H 3.696 3.100 0.749
H 2.450 5.179 0.180
H -0.016 4.992 -0.364
H -1.061 2.743 -0.253
C -4.476 3.038 1.350
C -3.569 2.154 0.494
O -2.724 1.474 1.124
C -3.751 2.206 -0.886
C -3.080 1.474 -1.920
C -3.535 1.805 -3.329
N -2.145 0.581 -1.755
N -1.702 0.032 -2.956
C -0.643 -0.722 -2.839
O 0.033 -1.019 -1.800
C -0.150 -1.317 -4.134
C -0.804 -1.101 -5.346
C -0.319 -1.663 -6.517
C 0.828 -2.449 -6.496
C 1.483 -2.666 -5.292
C 0.997 -2.104 -4.118
H -3.851 3.707 1.947
H -5.029 2.401 2.044
H -5.180 3.629 0.763
H -4.521 2.882 -1.236
H -4.299 2.582 -3.309
H -3.929 0.913 -3.818
H -2.688 2.133 -3.933
H -1.693 -0.485 -5.340
H -0.839 -1.489 -7.454
H 1.207 -2.889 -7.412
H 2.378 -3.277 -5.263
H 1.488 -2.261 -3.167
N -0.677 0.190 2.448
C -0.477 -1.039 3.165
C -0.549 -0.824 4.686
C 0.682 -0.021 5.147
C 1.771 -0.842 5.827
N 2.356 -1.899 4.999
C 1.949 -3.168 4.949
N 1.066 -3.672 5.842
N 2.501 -4.005 4.075
C -1.454 -2.145 2.625
O -0.877 -4.188 4.044
O -1.882 -1.979 1.348
H 0.132 0.768 2.288
H -1.540 0.708 2.569
H 0.529 -1.360 2.904
H -0.619 -1.792 5.191
H -1.471 -0.284 4.921
H 0.410 0.772 5.851
H 1.118 0.484 4.281
H 1.397 -1.296 6.746
H 2.597 -0.196 6.131
H 2.851 -1.584 4.173
H 0.557 -2.974 6.358
H 0.402 -4.300 5.367
H 2.934 -3.610 3.239
H 1.944 -4.825 3.844
```

Its electronic energy is -2358.9744 Eh. As for the spin multiplicity: 2. The orbital gap (alpha / beta) is 4.36 / 5.23 eV. Its lowest unoccupied orbital energy (alpha / beta) is 4.042 / 4.040 eV. The value obtained for the largest force on an atom is 0.29 eV/Å. As for the net charge: -2.



DFT (ωB97M-V with the def2-TZVPD basis set) results for a gas-phase ion, C35H39N4 (charge +1) in a non-equilibrium geometry.

XYZ file:
```
78
C35H39N4, DFT ωB97M-V with the def2-TZVPD basis set
C 2.674 -2.365 -3.147
C 2.081 -3.224 -2.215
C 0.728 -3.082 -1.895
C -0.040 -2.100 -2.543
C -1.511 -2.119 -2.385
N -2.243 -1.018 -2.089
C -3.587 -0.967 -2.654
C -4.318 -2.262 -2.356
C -3.546 -3.477 -2.805
N -2.115 -3.277 -2.628
C 0.566 -1.209 -3.461
C 1.934 -1.328 -3.726
H 3.717 -2.503 -3.440
H 2.664 -4.014 -1.730
H 0.263 -3.719 -1.130
H -4.134 -0.112 -2.256
H -3.511 -0.822 -3.746
H -4.519 -2.332 -1.282
H -5.282 -2.250 -2.874
H -3.824 -4.371 -2.241
H -3.720 -3.677 -3.866
H -1.517 -4.075 -2.816
H -0.040 -0.439 -3.950
H 2.399 -0.608 -4.401
C 1.851 -1.827 6.529
N 0.540 -1.636 5.942
C -0.600 -1.931 6.783
C 0.387 -1.182 4.668
C -0.896 -1.104 4.067
C -1.021 -0.753 2.733
C 0.092 -0.306 1.996
C -0.048 0.179 0.610
C -1.021 -0.382 -0.168
C -1.579 0.107 -1.465
C -2.520 1.287 -1.229
C -2.561 2.357 -2.131
C -3.651 3.235 -2.095
C -4.621 3.108 -1.093
C -4.456 2.161 -0.076
C -3.375 1.266 -0.126
C 0.907 1.209 0.125
C 1.449 1.120 -1.162
C 2.456 1.968 -1.585
C 3.049 2.869 -0.665
N 4.220 3.492 -0.974
C 4.916 4.336 -0.022
C 4.942 3.155 -2.183
C 2.424 3.062 0.599
C 1.385 2.232 0.981
C 1.364 -0.372 2.603
C 1.524 -0.822 3.899
H 2.379 -0.871 6.665
H 1.712 -2.297 7.507
H 2.482 -2.475 5.902
H -1.305 -2.598 6.272
H -0.226 -2.424 7.686
H -1.137 -1.013 7.067
H -1.786 -1.353 4.643
H -1.999 -0.789 2.259
H -1.488 -1.294 0.213
H -0.770 0.451 -2.118
H -1.743 2.488 -2.846
H -3.740 4.015 -2.850
H -5.509 3.742 -1.106
H -5.158 2.101 0.755
H -3.199 0.561 0.689
H 1.129 0.305 -1.809
H 2.836 1.882 -2.604
H 4.265 5.149 0.325
H 5.268 3.774 0.857
H 5.781 4.760 -0.541
H 5.269 2.103 -2.198
H 4.321 3.336 -3.070
H 5.825 3.797 -2.231
H 2.808 3.815 1.293
H 0.938 2.346 1.971
H 2.243 -0.089 2.027
H 2.527 -0.898 4.319
```

Its electronic energy is -1575.8931 Eh. As for the SMILES: CN(C)c1ccc(C(=C[C@H](c2ccccc2)N2CCC[NH+]=C2c2ccccc2)c2ccc(N(C)C)cc2)cc1. The orbital gap is 6.20 eV. Its lowest unoccupied orbital energy is -2.819 eV. The value obtained for the largest force on an atom is 2.40 eV/Å. As for the net charge: +1.